Computed, not measured: 2 unconnected molecules or ions with the total composition C2H4N2OS in a non-equilibrium geometry, with wB97M-V/def2-TZVPD.

Cartesian coordinates (Å):
S (1.55063, -1.43309, -0.39430)
O (-1.76760, -1.67147, -0.15558)
N (0.41060, 0.96962, -0.42305)
N (-0.92892, 0.50463, -0.77842)
C (1.46586, 0.21969, 0.04058)
C (-1.22653, -0.55381, 0.23113)
H (2.25652, 0.60848, 1.00600)
H (0.10933, 1.92576, 0.92098)
H (-0.88548, -0.63493, 1.35490)
H (-0.98438, 0.06511, -1.80224)

Forces on the atoms, in the same order (eV/Å):
S 0.4834 2.6187 0.4373
O 1.9274 5.7657 1.6729
N -0.9275 4.1005 3.9736
N 1.6164 -2.8834 1.0195
C 0.6293 -3.1674 1.9225
C -1.9962 -6.3246 -2.3871
H -2.5923 -0.4570 -3.4899
H 0.8482 -2.2876 -3.8964
H -0.4634 1.5741 -2.1906
H 0.4746 1.0611 2.9382

The calculation puts the highest occupied orbital energy at -8.995 eV. The value obtained for the energy above the lowest of the compared OMol25 structures with the same formula, charge and spin is 739.01 kJ/mol. For the orbital gap, the calculation gives 7.4 eV.